The following is a DFT calculation (wB97M-V/def2-TZVPD) of a structure of composition C15H12BCrF4IN3O6S3.

XYZ file:
```
46
Properties=species:S:1:pos:R:3:forces:R:3
Cr -0.185891 -1.174261 -0.605312 0.4 0.4 -0.6
O 2.027828 0.699509 1.083050 0.0 0.0 0.0
S 2.644172 0.080235 -0.059929 -0.2 -0.3 -0.1
O 3.991459 -0.380528 0.073194 0.0 0.0 0.0
O 1.780628 -1.019707 -0.646617 -0.2 0.1 0.2
C 2.659734 1.296563 -1.377366 -0.1 0.1 0.0
C 3.898807 1.824640 -1.692592 0.0 0.1 0.0
C 4.026552 2.823385 -2.651345 0.1 -0.1 0.1
C 2.912124 3.308893 -3.302685 -0.1 0.0 0.0
C 1.660389 2.786163 -3.006025 0.1 0.0 0.0
C 1.532391 1.787412 -2.053140 0.0 0.1 0.0
S -0.090399 1.118272 -1.886396 0.3 -0.4 0.1
O -0.075034 -0.231063 -2.496351 -0.1 0.1 0.1
O -1.024999 2.056772 -2.441450 -0.2 0.0 0.0
O -0.338617 0.828857 -0.431283 0.1 0.2 0.0
H 4.763559 1.436901 -1.174207 0.0 0.0 0.0
H 5.006472 3.217881 -2.884172 0.0 0.0 0.0
H 3.006443 4.086567 -4.047739 0.0 0.0 0.0
H 0.778212 3.146866 -3.514240 0.0 0.0 0.0
S -2.625200 -1.255079 -0.874515 -0.1 -0.2 0.3
C -3.116099 0.094244 0.065094 0.3 0.1 -0.1
N -3.110217 1.312352 -0.544533 -0.2 0.1 0.1
C -3.477976 2.449145 0.059677 0.0 -0.1 0.0
C -3.908094 2.388006 1.353950 0.0 0.0 0.0
C -3.879577 1.124446 1.952049 -0.1 0.1 0.1
N -3.493101 0.017952 1.346219 -0.1 -0.1 -0.1
H -2.700497 1.355221 -1.473862 0.0 0.1 -0.2
H -3.397478 3.354017 -0.524745 0.0 0.0 0.0
H -4.222763 3.270075 1.886944 0.0 0.0 0.0
H -4.184473 1.009279 2.986108 0.0 0.0 0.0
F -1.756199 -4.260805 -2.064969 -0.1 0.0 -0.1
B -0.917385 -4.278677 -0.999405 0.1 -0.2 -0.2
F -1.523671 -4.064242 0.204429 -0.1 0.0 0.3
F 0.008767 -5.274115 -0.979183 0.0 0.0 0.0
F -0.019687 -2.969072 -1.208897 0.0 0.1 0.1
I 1.843363 -4.799290 3.547860 0.0 0.0 0.0
C 0.860956 -3.043267 3.050864 0.0 0.0 0.0
C 0.452789 -2.143958 4.022984 0.0 0.0 0.1
C -0.188839 -0.980969 3.635590 0.0 0.0 -0.1
C -0.404787 -0.754438 2.292326 0.0 0.0 0.1
N -0.021011 -1.632968 1.366077 -0.1 0.0 -0.1
C 0.611011 -2.755855 1.721797 0.0 0.0 0.1
H 0.645668 -2.345229 5.068205 0.0 0.0 0.0
H -0.502785 -0.246255 4.362074 0.0 0.0 0.0
H -0.868537 0.153209 1.935466 0.0 0.0 0.0
H 0.921983 -3.417062 0.926997 0.0 0.0 0.0
```
Forces are in eV/Å.

Values from the calculation:
HOMO-LUMO gap (spin up / spin down) in eV: 7.9 / 8.0
2S+1: 4
⟨S²⟩: 3.779
Total energy in eV: -113088.006